Here is a structure of composition C8H32FeN16O8 at a distorted geometry from the OMol25 dataset. Energies are from ωB97M-V/def2-TZVPD.

Computed properties:
Strongest force on any atom (eV Å⁻¹): 3.683
E_LUMO (alpha / beta) (hartree): -0.2442 / -0.3366
Highest occupied orbital energy (alpha / beta) (eV): -16.9 / -16.9
Multiplicity: 6
<S²>: 8.76
Charge: +3
Frontier orbital gap (alpha / beta) (eV): 10.3 / 7.8

```
65
C8H32FeN16O8 (ωB97M-V/def2-TZVPD)
Fe 1.00 0.69 -0.06
C -0.24 -4.81 2.03
O -0.07 -3.62 1.60
N 0.78 -5.38 2.69
N -1.42 -5.46 1.82
H 1.57 -4.89 2.28
H 0.97 -6.38 2.57
H -1.62 -6.30 2.32
H -2.20 -4.95 1.38
C -5.04 0.71 -0.53
O -3.98 1.26 -0.67
N -6.05 0.76 -1.39
N -5.33 -0.07 0.49
H -6.77 0.06 -1.51
H -5.92 1.41 -2.13
H -6.16 -0.64 0.42
H -4.63 -0.64 0.89
C 2.93 -0.32 2.07
O 2.02 0.41 1.64
N 3.09 -1.57 1.82
N 3.79 0.31 2.88
H 2.34 -2.03 1.25
H 3.86 -2.10 2.24
H 3.62 1.34 2.92
H 4.48 -0.20 3.42
C 3.17 2.66 -1.25
O 2.47 1.68 -0.88
N 4.20 2.35 -2.06
N 2.97 3.95 -0.95
H 4.90 2.95 -2.42
H 4.51 1.40 -2.08
H 2.01 4.28 -0.78
H 3.45 4.66 -1.51
C -1.36 -0.32 1.56
O -0.55 -0.46 0.58
N -1.21 -0.93 2.75
N -2.47 0.43 1.38
H -2.02 -0.78 3.36
H -0.74 -1.83 2.70
H -3.26 0.46 2.05
H -2.73 0.70 0.44
C 1.54 -2.13 -1.46
O 1.84 -1.01 -0.96
N 0.41 -2.70 -1.31
N 2.53 -2.79 -2.08
H 0.27 -3.68 -1.63
H -0.31 -2.22 -0.78
H 2.43 -3.50 -2.78
H 3.35 -2.21 -2.27
C -0.41 3.38 0.76
O 0.22 2.34 0.66
N -1.69 3.44 0.38
N 0.26 4.41 1.30
H -2.23 4.25 0.54
H -2.00 2.69 -0.16
H -0.16 5.32 1.48
H 1.13 4.21 1.75
C -0.14 1.25 -2.89
O -0.10 0.93 -1.66
N -1.31 1.43 -3.46
N 0.93 1.42 -3.65
H -1.45 1.83 -4.41
H -2.14 1.22 -2.96
H 0.92 1.92 -4.52
H 1.81 1.37 -3.21
```